ORCA calculation (ωB97M-V/def2-TZVPD) on C2BrF3N2 in the gas phase at a distorted geometry.

The geometry in ORCA input format:
```
! RIJCOSX wB97M-V def2-TZVPD def2/J DEFGRID3
* xyz 0 1
Br -2.5136 0.9966 -0.0479
F 1.9408 1.8051 0.4263
F 1.6469 0.7538 -1.4315
F -2.4757 -1.7206 -0.2735
N 0.4716 0.1269 0.4653
N -0.1802 -0.9452 0.1163
C -1.7811 -0.6730 0.0617
C 1.2856 0.8297 -0.1532
*
```

Properties
SMILES: FC(F)=N/N=C(/F)Br
Total energy in hartree: -3059.1885
Relative energy (zero: lowest compared OMol25 entry of this formula, charge and spin) in kcal per mole: 74.9
Gap between HOMO and LUMO (alpha / beta) in eV: 8.39 / 9.00